Molecular formula: C26H69N5O15
Method: DFT, the ωB97M-V functional and the def2-TZVPD basis

The geometry in XYZ format:
```
115
C26H69N5O15 the ωB97M-V functional and the def2-TZVPD basis
C -5.760 -1.228 -1.401
C -4.955 -0.241 -0.539
N -4.666 -0.698 0.669
O -4.634 0.900 -0.897
H -6.202 -1.972 -0.738
H -5.087 -1.671 -2.136
H -6.568 -0.714 -1.921
H -4.845 -1.657 0.933
H -4.250 0.031 1.231
C -2.442 -0.241 2.966
C -1.923 -0.070 4.398
N -2.377 0.904 5.146
O -1.007 -0.806 4.658
H -2.010 0.649 2.508
H -3.528 -0.329 2.985
H -1.887 -1.075 2.536
H -3.253 1.362 4.940
H -1.867 1.001 6.013
C -4.971 1.011 -4.344
C -6.101 1.429 -5.221
N -7.116 1.945 -4.534
O -6.265 1.149 -6.405
H -5.268 0.416 -3.480
H -4.302 1.802 -4.003
H -4.385 0.371 -5.003
H -7.989 1.938 -5.042
H -6.911 2.471 -3.696
C 7.403 -2.966 2.297
C 6.538 -2.766 1.085
N 5.250 -2.707 1.154
O 6.987 -2.637 -0.044
H 8.470 -3.127 2.142
H 7.150 -3.899 2.799
H 7.249 -2.047 2.863
H 4.708 -2.828 0.310
H 4.809 -2.825 2.054
C -0.307 3.145 3.354
C -0.173 3.653 1.936
N 1.017 3.721 1.427
O -1.144 4.021 1.338
H -1.346 3.108 3.681
H 0.278 3.810 3.990
H -0.038 2.091 3.415
H 1.851 3.213 1.682
H 0.946 4.214 0.548
C -1.551 1.899 -1.866
C -0.466 1.162 -1.108
C -1.003 -0.064 -0.429
C 0.110 -0.969 0.273
C 0.732 -0.187 1.408
C 1.779 -1.093 2.059
H -1.093 2.810 -2.251
H -2.338 2.023 -1.122
H -1.772 1.155 -2.631
H 0.361 0.846 -1.744
H 0.008 1.828 -0.387
H -1.561 -0.651 -1.159
H -1.713 0.063 0.389
H -0.247 -1.873 0.765
H 0.995 -1.286 -0.279
H 1.327 0.655 1.055
H -0.022 0.131 2.128
H 2.459 -0.540 2.707
H 1.331 -1.721 2.829
H 2.320 -1.593 1.256
O -2.530 -3.534 -5.239
C -1.920 -2.329 -4.704
C -1.140 -2.630 -3.429
O 0.153 -3.222 -3.460
H -3.339 -3.179 -5.615
H -1.392 -1.891 -5.551
H -2.749 -1.626 -4.635
H -1.764 -3.235 -2.771
H -0.827 -1.724 -2.910
H -0.006 -4.164 -3.552
O 3.588 2.783 0.905
C 4.460 2.716 2.023
C 5.157 1.376 2.029
O 5.553 0.842 0.762
H 4.092 2.236 0.299
H 5.204 3.473 1.775
H 4.007 2.951 2.986
H 4.644 0.552 2.524
H 6.104 1.387 2.570
H 5.771 -0.093 0.763
O -3.324 4.998 -1.535
C -3.921 4.395 -2.656
C -5.255 5.087 -2.932
O -6.132 5.093 -1.842
H -2.591 4.480 -1.196
H -3.253 4.133 -3.477
H -4.234 3.434 -2.249
H -5.862 4.526 -3.643
H -4.970 6.085 -3.264
H -5.834 5.641 -1.113
O 4.813 -2.410 3.891
C 4.341 -3.600 4.466
C 3.038 -3.257 5.192
O 3.291 -2.280 6.165
H 4.704 -1.808 4.630
H 4.204 -4.449 3.796
H 5.162 -3.766 5.164
H 2.562 -4.008 5.824
H 2.233 -2.823 4.600
H 2.652 -1.575 6.032
O 3.764 -2.775 -1.277
C 3.978 -3.032 -2.676
C 3.380 -1.915 -3.520
O 4.216 -0.739 -3.520
H 2.911 -3.173 -1.090
H 5.036 -3.108 -2.927
H 3.342 -3.904 -2.830
H 2.381 -1.630 -3.189
H 3.309 -2.259 -4.552
H 4.259 -0.492 -2.593
```

Properties
E_tot in hartree: -2434.308731
E_LUMO in eV: 0.092
Energy above the lowest of the compared OMol25 structures with the same formula, charge and spin in kcal/mol: 0.0
Spin multiplicity: 1
Orbital gap in eV: 9.1